Formula: C5H9N
Source: the OMol25 dataset
Level of theory: ωB97M-V with the def2-TZVPD basis set

The geometry in XYZ format:
```
15
Properties=species:S:1:pos:R:3:nbo_charge:R:1
C 1.13 -0.07 -0.42 0.225
H -2.51 -0.53 1.85 0.231
C -1.50 -0.89 1.90 -0.533
C 2.55 -0.25 -0.81 -0.706
H -2.21 0.25 -0.90 0.211
H -1.75 1.64 0.11 0.211
H -1.25 -1.57 2.70 0.231
C -0.62 -0.52 1.00 0.346
N 0.59 -0.62 0.57 -0.434
H 3.04 0.73 -0.83 0.243
H -0.23 0.70 -0.85 0.221
H 2.59 -0.64 -1.83 0.243
C -1.46 1.02 -0.73 -0.922
H -1.46 1.67 -1.62 0.219
H 3.11 -0.92 -0.15 0.214
```

The calculation puts the lowest unoccupied orbital energy (alpha / beta) at 0.36 / 0.35 eV. The energy above the lowest of the compared OMol25 structures with the same formula, charge and spin comes out at 5.0086 eV. The calculation puts the calculated total energy at -250.48288 hartree.